Entry 1:
C5H5NO2 | wB97M-V/def2-TZVPD

Last column: Mulliken charge in e.
Positions of all 13 atoms, in Å:
C  0.9513  -0.3950  -0.9278  0.4764
C  0.1514  -1.0154  0.2174  -0.2030
C  -0.5293  0.4236  -0.9611  -0.1051
C  -0.2724  1.3057  0.3145  -0.4466
C  0.1520  0.2623  1.1587  0.1001
H  0.7008  -1.9859  0.7875  0.3821
H  -1.6143  -1.3712  -1.0300  0.2130
H  -0.8025  1.0283  -1.8724  0.4301
H  0.4075  2.1686  0.4293  0.3323
H  0.9050  -0.1919  1.9750  0.2831
N  -1.2454  -0.7204  -0.4119  -0.4855
O  2.1668  -0.4097  -1.2899  -0.5647
O  -0.9709  0.9010  1.6107  -0.4121

Forces on atoms 1 to 3 (eV/Å):
2.823 0.837 0.008
0.333 -2.663 1.951
0.413 2.753 -1.977

* HOMO level: -0.3609 hartree
* ΔE to the lowest compared entry with this formula, charge and spin: 6.6027 eV
* lowest unoccupied orbital energy: 0.2 eV
* gap between HOMO and LUMO: 10.0 eV

Entry 2:
C6H10O | wB97M-V/def2-TZVPD

Last column: Mulliken charge in e.
Positions of all 17 atoms, in Å:
C  2.2322  0.2390  0.5037  -0.7175
O  1.0470  -0.4168  0.9000  -0.3812
C  0.3637  -0.9841  -0.1727  -0.2045
C  -0.3717  -0.1825  -1.1997  -0.2170
C  -0.9762  1.0791  -0.5863  -0.5462
C  -1.7015  0.2101  0.4758  -0.5606
C  -1.1174  -1.0470  -0.1683  -0.3957
H  2.9431  0.1895  1.3321  0.2452
H  2.0515  1.2942  0.2581  0.2273
H  2.6844  -0.2426  -0.3724  0.3427
H  0.8545  -1.8723  -0.5807  0.4634
H  -0.2280  -0.3578  -2.2624  0.3726
H  -1.6801  1.5681  -1.2653  0.3029
H  -0.2671  1.8268  -0.2147  0.1625
H  -2.7896  0.2643  0.3895  0.2915
H  -1.4107  0.3758  1.5168  0.2423
H  -1.6508  -1.9822  -0.3107  0.3725

Forces on atoms 1 to 3 (eV/Å):
0.298 0.126 -0.071
-0.082 0.029 0.025
-0.080 -0.147 -0.149

* HOMO level: -0.3423 hartree
* ΔE to the lowest compared entry with this formula, charge and spin: 1.8396 eV
* lowest unoccupied orbital energy: 1.1 eV
* SMILES string: CO[C@@H]1[C@@H]2CC[C@@H]21
* gap between HOMO and LUMO: 10.4 eV

Entry 3:
C25H41N4O19Si | wB97M-V/def2-TZVPD

Last column: Mulliken charge in e.
Positions of all 90 atoms, in Å:
C  1.4467  0.6342  -2.2682  -1.0846
Si  -0.4740  0.5048  -2.5409  0.8832
C  -1.1008  -0.6274  -1.1077  -0.7149
C  -0.6983  -0.3973  -4.2115  -1.1497
O  -1.0642  2.1339  -2.4752  -0.3493
C  -2.3423  2.3069  -3.1065  -0.0518
C  -3.6049  2.2079  -2.1150  -0.8288
N  -4.5343  1.1603  -2.6713  0.2168
C  -5.4682  1.2767  -3.7603  0.0943
N  -6.0777  -0.0372  -3.9088  -0.5329
C  -5.4509  -0.8213  -2.8799  0.4676
N  -5.5970  -2.1165  -2.5481  -0.3317
N  -4.5011  -0.0660  -2.0956  -0.1252
H  1.6887  1.6513  -1.7857  0.2293
H  1.8233  -0.2476  -1.6557  0.2860
H  1.8987  0.5833  -3.3151  0.3152
H  -1.9853  -0.1994  -0.5288  -0.1767
H  -1.2885  -1.6997  -1.4948  0.4283
H  -0.2549  -0.7456  -0.3338  0.1851
H  -1.1958  0.2546  -5.0147  0.3190
H  -1.3552  -1.3296  -4.0400  0.2966
H  0.3104  -0.7826  -4.6032  0.3460
H  -2.3510  3.3818  -3.5297  0.2358
H  -2.5507  1.6279  -3.9959  0.2411
H  -4.1944  3.1948  -2.1903  0.3363
H  -3.3476  2.0511  -1.0203  0.3669
H  -5.6701  2.2174  -4.3619  0.3567
H  -4.9352  -2.5051  -1.8572  0.1955
H  -6.2768  -2.7577  -2.9887  0.2553
H  -3.9473  -0.4022  -1.2984  0.2605
C  1.6788  5.1227  -3.3194  -0.4370
C  0.4357  4.7381  -4.0623  0.6796
O  -0.3017  5.9523  -4.1084  -0.3342
C  0.5935  6.9690  -3.9768  0.5868
O  0.3311  8.1246  -4.1390  -0.5109
O  1.8265  6.5008  -3.6384  -0.2662
H  2.5513  4.5529  -3.6417  0.3407
H  1.5682  5.0199  -2.2360  0.3188
H  0.6443  4.4127  -5.0861  0.2500
H  -0.1314  3.9569  -3.5505  -0.6089
C  -2.6574  -2.4524  2.6535  -0.3156
C  -1.4971  -2.7153  3.5600  0.4691
O  -0.4636  -1.9106  3.0045  -0.2704
C  -1.0655  -0.9140  2.3055  0.7025
O  -0.4919  0.0349  1.8492  -0.5863
O  -2.4056  -1.1297  2.1891  -0.3355
H  -3.6148  -2.5071  3.1739  0.3448
H  -2.6798  -3.1307  1.7962  0.2500
H  -1.6856  -2.3885  4.5862  -0.2642
H  -1.2078  -3.7655  3.5702  -0.0619
C  2.7398  9.6929  -4.8129  -0.1139
C  3.9066  9.4327  -3.9091  -0.2088
O  4.9330  10.2404  -4.4702  -0.3406
C  4.3223  11.2373  -5.1694  0.5800
O  4.8896  12.1855  -5.6269  -0.5206
O  2.9843  11.0145  -5.2788  -0.3400
H  1.7883  9.6361  -4.2901  0.2726
H  2.7151  9.0144  -5.6710  0.1998
H  3.7213  9.7593  -2.8814  0.2714
H  4.2004  8.3822  -3.8992  0.2154
C  1.8595  -6.4359  3.1277  -0.0766
C  0.9002  -7.5595  3.3690  -0.4048
O  -0.3683  -6.9269  3.2426  -0.2968
C  -0.1903  -5.8220  2.4757  0.5919
O  -1.0880  -5.1523  2.0368  -0.6318
O  1.1271  -5.5685  2.2677  -0.2142
H  2.7807  -6.7693  2.6513  0.2237
H  2.1096  -5.8954  4.0451  0.1982
H  0.9794  -8.3476  2.6149  0.2808
H  1.0175  -8.0033  4.3582  0.3189
C  -1.4497  -3.5240  8.5866  -0.4407
C  -1.9829  -3.3673  7.1949  -0.2717
O  -1.2898  -4.3689  6.4680  -0.1170
C  -0.9046  -5.3199  7.3652  0.5294
O  -0.4443  -6.3816  7.0652  -0.5083
O  -1.1128  -4.9042  8.6441  -0.3264
H  -2.1886  -3.2716  9.3481  0.3197
H  -0.5464  -2.9317  8.7585  0.2749
H  -3.0572  -3.5652  7.1331  0.2427
H  -1.7801  -2.3782  6.7816  0.3459
C  4.4112  -3.3994  2.2638  -0.2532
C  5.7819  -3.2030  2.8385  -0.3583
O  5.9636  -4.3653  3.6360  -0.3225
C  5.1425  -5.3269  3.1368  0.6800
O  5.1676  -6.4763  3.4687  -0.5211
O  4.2870  -4.8150  2.2095  -0.2631
H  4.3086  -2.9622  1.2698  0.2643
H  3.6243  -3.0001  2.9103  0.2274
H  6.5590  -3.1768  2.0693  0.2628
H  5.8542  -2.2999  3.4458  0.3098

Forces on atoms 1 to 3 (eV/Å):
-0.385 0.572 -0.460
2.049 -0.418 0.808
0.077 -0.600 0.445

* HOMO level: -0.4278 hartree
* lowest unoccupied orbital energy: -3.7 eV
* total charge: +1
* gap between HOMO and LUMO: 7.9 eV